1.
The following is a DFT calculation (ωB97M-V with the def2-TZVPD basis set) of a 7-piece molecular cluster, C25H66O27P2S7 overall in a non-equilibrium geometry.

Last column: Löwdin charge in e.
CARTESIAN COORDINATES (ANGSTROEM)
C -1.474 2.401 -1.287  -0.04
C -0.051 2.767 -0.909  -0.27
O 0.488 3.885 -1.670  -0.20
P 2.067 3.974 -1.891  0.46
O 2.510 5.374 -1.993  -0.26
C 2.857 3.220 -0.437  -0.20
C 4.363 2.929 -0.726  -0.17
C 4.800 1.475 -0.560  -0.23
O 5.607 1.192 0.619  -0.33
S 4.800 0.813 1.952  0.95
O 3.830 -0.225 1.630  -0.41
O 6.118 0.076 2.612  -0.38
P 6.027 -1.315 3.466  0.31
O 7.254 -1.514 4.218  -0.21
O 4.749 -1.152 4.387  -0.09
O 5.675 -2.466 2.445  -0.08
O 2.448 3.200 -3.230  -0.18
C 1.650 2.063 -3.633  -0.22
C 2.135 0.796 -2.939  -0.05
H -2.157 3.050 -0.741  0.08
H -1.639 1.368 -0.983  0.07
H -1.625 2.494 -2.362  0.07
H -0.010 3.064 0.140  0.12
H 0.581 1.891 -1.048  0.08
H 2.763 3.963 0.353  0.10
H 2.373 2.299 -0.116  0.07
H 4.575 3.190 -1.763  0.11
H 4.985 3.600 -0.135  0.12
H 3.960 0.788 -0.577  0.08
H 5.437 1.183 -1.388  0.11
H 3.926 -1.397 3.949  0.09
H 5.331 -2.189 1.581  0.05
H 1.774 1.953 -4.709  0.12
H 0.586 2.231 -3.476  0.10
H 1.300 0.152 -2.665  0.07
H 2.705 1.058 -2.060  0.04
H 2.790 0.200 -3.573  0.08
O -1.625 3.893 -7.219  -0.27
S -2.546 3.915 -6.123  0.56
O -2.520 2.869 -5.148  -0.28
O -4.015 4.069 -6.702  -0.26
C -4.423 3.135 -7.731  -0.25
C -4.801 1.781 -7.169  -0.07
C -2.448 5.461 -5.296  -0.12
H -3.630 3.058 -8.475  0.11
H -5.277 3.613 -8.204  0.12
H -3.934 1.263 -6.763  0.07
H -5.233 1.168 -7.960  0.08
H -5.531 1.891 -6.367  0.08
H -2.505 6.257 -6.034  0.08
H -1.488 5.479 -4.784  0.08
H -3.263 5.528 -4.581  0.08
O 5.930 -3.305 9.990  -0.28
S 5.723 -1.889 9.921  0.55
O 4.714 -1.373 9.048  -0.28
O 7.104 -1.178 9.637  -0.27
C 7.895 -1.658 8.511  -0.23
C 7.393 -1.162 7.175  -0.08
C 5.469 -1.243 11.537  -0.13
H 7.932 -2.747 8.552  0.11
H 8.896 -1.287 8.718  0.12
H 6.427 -1.596 6.927  0.07
H 8.096 -1.431 6.392  0.06
H 7.280 -0.078 7.194  0.09
H 6.257 -1.610 12.188  0.07
H 4.497 -1.601 11.869  0.07
H 5.476 -0.158 11.482  0.07
O 4.982 -2.964 -0.567  -0.28
S 5.592 -2.181 -1.608  0.57
O 4.871 -1.075 -2.156  -0.27
O 6.045 -3.151 -2.760  -0.25
C 5.041 -4.082 -3.271  -0.22
C 4.053 -3.420 -4.205  -0.06
C 7.178 -1.638 -1.083  -0.10
H 4.538 -4.559 -2.429  0.11
H 5.626 -4.841 -3.783  0.12
H 3.408 -2.721 -3.676  0.05
H 3.425 -4.186 -4.660  0.09
H 4.576 -2.875 -4.992  0.09
H 7.729 -2.489 -0.693  0.08
H 7.019 -0.893 -0.303  0.06
H 7.688 -1.192 -1.933  0.08
O -3.677 -0.297 0.202  -0.29
S -4.481 0.479 1.102  0.56
O -3.998 1.752 1.545  -0.28
O -4.837 -0.416 2.363  -0.26
C -3.740 -1.079 3.038  -0.25
C -2.961 -0.147 3.940  -0.07
C -6.106 0.650 0.468  -0.13
H -3.100 -1.552 2.293  0.11
H -4.218 -1.869 3.614  0.12
H -2.415 0.600 3.364  0.07
H -2.245 -0.723 4.527  0.08
H -3.632 0.380 4.618  0.08
H -6.479 -0.325 0.174  0.08
H -6.041 1.311 -0.394  0.09
H -6.738 1.089 1.233  0.06
O -10.240 2.511 -0.324  -0.27
S -10.226 1.394 0.570  0.56
O -9.209 0.396 0.417  -0.28
O -11.650 0.705 0.560  -0.26
C -12.218 0.363 -0.731  -0.24
C -11.621 -0.901 -1.312  -0.07
C -10.252 1.947 2.238  -0.12
H -12.104 1.213 -1.404  0.11
H -13.279 0.237 -0.530  0.12
H -10.578 -0.758 -1.589  0.07
H -12.180 -1.187 -2.203  0.08
H -11.668 -1.714 -0.588  0.09
H -11.051 2.675 2.350  0.08
H -9.285 2.406 2.432  0.08
H -10.404 1.089 2.886  0.08
O 1.313 -2.369 -2.148  -0.28
S 1.093 -3.426 -1.203  0.56
O 1.529 -4.752 -1.519  -0.27
O -0.445 -3.446 -0.821  -0.26
C -1.409 -3.477 -1.903  -0.24
C -1.563 -4.856 -2.505  -0.07
C 1.720 -2.964 0.369  -0.11
H -1.125 -2.736 -2.651  0.11
H -2.336 -3.142 -1.443  0.12
H -0.662 -5.163 -3.035  0.07
H -2.395 -4.853 -3.209  0.08
H -1.760 -5.593 -1.727  0.08
H 1.354 -1.969 0.611  0.08
H 2.805 -2.968 0.276  0.04
H 1.393 -3.697 1.101  0.08

Output
Calculated total energy (a.u.): -6493.793015
HOMO-LUMO gap (Ha): 0.373
Total charge: 0
E_LUMO (eV): 0.24
HOMO energy (eV): -9.92



2.
The following is a DFT calculation (ωB97M-V with the def2-TZVPD basis set) of a 7-piece molecular cluster, C25H67N5O13 overall in a non-equilibrium geometry.

Last column: Löwdin charge in e.
CARTESIAN COORDINATES (ANGSTROEM)
C -1.158 0.850 -2.484  -0.13
O -2.114 0.062 -3.128  -0.19
C -1.756 -0.255 -4.461  -0.22
C -2.422 -1.585 -4.862  -0.20
N -3.823 -1.508 -4.512  -0.09
C -4.625 -2.736 -4.374  -0.16
C -5.576 -2.397 -3.214  -0.22
O -6.460 -3.462 -2.927  -0.19
C -7.523 -3.125 -2.090  -0.14
H -1.419 0.921 -1.427  0.06
H -1.093 1.891 -2.830  0.09
H -0.111 0.527 -2.517  0.09
H -0.681 -0.385 -4.606  0.12
H -2.088 0.548 -5.127  0.12
H -1.941 -2.283 -4.159  0.12
H -2.273 -1.764 -5.925  0.12
H -3.965 -0.895 -3.724  0.08
H -4.012 -3.549 -3.971  0.11
H -5.075 -2.920 -5.344  0.12
H -6.114 -1.480 -3.479  0.13
H -4.996 -2.253 -2.296  0.10
H -8.015 -4.081 -1.889  0.09
H -8.287 -2.389 -2.369  0.09
H -7.117 -2.767 -1.126  0.08
C 0.108 -6.307 1.871  -0.11
O -0.828 -5.721 0.987  -0.21
C -1.856 -6.633 0.629  -0.22
C -2.987 -5.823 -0.029  -0.22
N -3.574 -4.986 0.999  -0.05
C -4.306 -3.812 0.495  -0.17
C -3.366 -2.755 -0.094  -0.22
O -2.535 -2.246 0.945  -0.18
C -1.744 -1.176 0.493  -0.11
H -0.290 -6.443 2.882  0.09
H 0.895 -5.554 1.950  0.08
H 0.504 -7.246 1.475  0.09
H -2.232 -7.038 1.577  0.12
H -1.469 -7.401 -0.049  0.12
H -3.680 -6.540 -0.475  0.12
H -2.505 -5.280 -0.853  0.11
H -2.769 -4.540 1.442  0.09
H -4.937 -3.284 1.208  0.12
H -4.952 -4.190 -0.303  0.11
H -3.914 -1.910 -0.522  0.11
H -2.642 -3.147 -0.819  0.12
H -0.984 -1.593 -0.184  0.10
H -1.153 -0.671 1.253  0.05
H -2.316 -0.441 -0.080  0.08
C 4.043 2.902 -3.945  -0.12
O 4.756 1.719 -3.623  -0.21
C 6.070 1.897 -3.001  -0.17
C 5.879 1.715 -1.500  -0.19
N 5.494 2.997 -0.864  -0.04
C 5.208 2.771 0.534  -0.22
C 4.498 4.018 1.102  -0.19
O 3.175 4.022 0.576  -0.24
C 2.329 5.113 0.937  -0.06
H 3.143 2.470 -4.383  0.09
H 4.585 3.540 -4.653  0.08
H 3.772 3.589 -3.135  0.07
H 6.443 2.877 -3.305  0.12
H 6.669 1.143 -3.512  0.12
H 6.907 1.572 -1.137  0.12
H 5.202 0.894 -1.267  0.12
H 4.625 3.266 -1.315  0.08
H 6.082 2.621 1.173  0.12
H 4.551 1.921 0.771  0.11
H 4.944 4.876 0.587  0.13
H 4.526 4.020 2.194  0.12
H 2.146 5.019 2.010  0.07
H 1.411 4.916 0.398  0.07
H 2.804 6.084 0.796  0.09
N 4.172 2.526 6.124  0.15
C 3.282 2.759 5.118  -0.64
N 2.928 4.067 4.988  0.17
O 2.958 1.864 4.336  0.02
H 4.697 1.673 6.148  0.10
H 4.182 3.103 6.944  0.10
H 2.398 4.295 4.163  0.09
H 3.296 4.839 5.505  0.10
O -3.991 4.650 0.179  -0.07
C -2.623 5.106 0.159  -0.24
C -1.624 3.972 0.247  -0.25
O -1.650 3.397 1.548  -0.06
H -4.211 4.565 1.115  0.08
H -2.550 5.445 -0.881  0.12
H -2.459 5.963 0.808  0.12
H -0.664 4.425 -0.032  0.10
H -1.816 3.232 -0.532  0.11
H -0.757 3.048 1.699  0.04
O 0.251 -1.415 4.121  -0.06
C 1.029 -2.024 3.087  -0.22
C 2.509 -1.833 3.385  -0.17
O 3.069 -0.565 2.880  -0.11
H 0.580 -0.518 4.246  0.08
H 0.816 -3.088 3.178  0.12
H 0.697 -1.564 2.155  0.09
H 3.130 -2.614 2.932  0.11
H 2.776 -1.834 4.444  0.12
H 4.008 -0.750 2.971  0.08
O 0.820 2.045 2.426  -0.08
C 0.675 0.856 1.642  -0.24
C 1.649 0.692 0.491  -0.21
O 1.483 1.768 -0.441  -0.07
H 1.579 1.992 3.035  0.04
H 0.685 -0.003 2.324  0.06
H -0.356 0.959 1.296  0.10
H 1.342 -0.202 -0.063  0.12
H 2.670 0.494 0.828  0.10
H 1.934 2.490 0.032  0.05

Output
Calculated total energy (a.u.): -2244.399638
HOMO-LUMO gap (Ha): 0.310
Total charge: 0
E_LUMO (eV): 0.17
HOMO energy (eV): -8.25
SMILES string: COCCNCCOC.COCCNCCOC.COCCNCCOC.NC(N)=O.OCCO.OCCO.OCCO
Energy above the lowest of the compared OMol25 structures with the same formula, charge and spin (kcal per mole): 14.4



3.
The following is a DFT calculation (ωB97M-V with the def2-TZVPD basis set) of a 10-piece molecular cluster, C25H70O20S10 overall in a non-equilibrium geometry.

Last column: Löwdin charge in e.
CARTESIAN COORDINATES (ANGSTROEM)
C 1.950 -2.887 5.459  -0.25
S 1.821 -2.527 3.702  0.78
O 3.175 -2.604 3.145  -0.55
C 0.985 -4.027 3.205  -0.24
H 1.007 -2.637 5.955  0.05
H 2.767 -2.236 5.735  0.05
H 2.257 -3.918 5.586  0.05
H 1.514 -4.890 3.607  0.07
H 1.085 -3.988 2.124  0.02
H -0.065 -3.906 3.492  0.05
C -2.944 -2.859 2.431  -0.28
S -4.614 -2.924 3.044  0.80
O -5.415 -3.540 2.034  -0.51
C -4.226 -4.200 4.308  -0.24
H -2.676 -3.801 1.944  0.06
H -2.169 -2.531 3.133  0.04
H -2.969 -2.099 1.649  0.03
H -3.583 -3.580 4.939  0.01
H -3.763 -5.143 4.002  0.06
H -5.106 -4.343 4.930  0.05
C -2.807 4.528 -3.533  -0.25
S -4.583 4.732 -3.306  0.81
O -5.292 4.153 -4.459  -0.55
C -4.729 3.460 -2.065  -0.25
H -2.481 5.233 -4.290  0.05
H -2.668 3.492 -3.857  0.05
H -2.324 4.802 -2.591  0.04
H -5.799 3.422 -1.912  0.05
H -4.280 3.930 -1.203  0.01
H -4.357 2.502 -2.425  0.06
C 4.061 -4.649 0.431  -0.26
S 4.749 -3.825 -0.973  0.76
O 3.725 -3.651 -1.950  -0.52
C 5.107 -2.282 -0.132  -0.24
H 3.665 -5.566 0.006  0.04
H 3.283 -3.925 0.637  0.00
H 4.751 -4.765 1.271  0.08
H 4.151 -1.936 0.271  0.03
H 5.480 -1.595 -0.895  0.05
H 5.834 -2.489 0.652  0.06
C -1.427 -6.969 -1.944  -0.26
S -0.273 -5.696 -1.497  0.76
O -0.472 -5.429 -0.079  -0.53
C 1.168 -6.712 -1.654  -0.26
H -2.448 -6.625 -1.788  0.06
H -1.203 -7.740 -1.202  0.05
H -1.227 -7.399 -2.925  0.06
H 1.344 -7.127 -2.649  0.07
H 1.074 -7.439 -0.843  0.07
H 1.930 -5.969 -1.415  0.01
O 0.982 3.251 -5.789  -0.25
S 1.385 2.632 -4.593  0.47
O 0.623 2.908 -3.447  -0.26
O 1.318 1.075 -4.744  -0.29
C 1.906 0.377 -5.973  -0.17
C 1.628 -1.102 -5.893  -0.06
C 3.035 2.930 -4.293  -0.13
H 2.973 0.619 -5.961  0.11
H 1.404 0.890 -6.790  0.12
H 2.043 -1.501 -4.967  0.08
H 2.138 -1.579 -6.724  0.08
H 0.562 -1.323 -5.967  0.08
H 3.233 2.311 -3.428  0.06
H 3.201 3.963 -4.028  0.09
H 3.667 2.656 -5.120  0.08
O -3.035 7.362 1.774  -0.25
S -3.234 6.418 0.756  0.46
O -4.449 6.444 0.074  -0.25
O -2.153 6.608 -0.350  -0.26
C -0.680 6.629 0.080  -0.20
C 0.061 5.512 -0.508  -0.08
C -2.869 4.804 1.297  -0.12
H -0.765 6.600 1.160  0.09
H -0.258 7.601 -0.166  0.13
H -0.566 4.643 -0.682  0.07
H 0.831 5.201 0.205  0.09
H 0.549 5.804 -1.440  0.09
H -2.922 4.310 0.331  0.05
H -3.496 4.351 2.059  0.08
H -1.815 4.870 1.560  0.07
O 5.924 1.354 -1.741  -0.28
S 5.572 2.733 -1.535  0.49
O 5.838 3.635 -2.584  -0.25
O 4.064 2.832 -1.228  -0.28
C 3.341 1.908 -0.260  -0.16
C 1.875 1.827 -0.587  -0.06
C 6.290 3.344 -0.076  -0.13
H 3.522 2.263 0.756  0.12
H 3.811 0.938 -0.406  0.10
H 1.344 1.425 0.279  0.08
H 1.724 1.127 -1.413  0.08
H 1.453 2.794 -0.858  0.07
H 7.354 3.449 -0.268  0.08
H 6.167 2.545 0.655  0.07
H 5.866 4.270 0.299  0.08
O -3.557 0.892 6.775  -0.25
S -3.535 -0.222 5.912  0.48
O -4.746 -0.924 5.693  -0.28
O -2.944 0.157 4.537  -0.28
C -3.688 1.185 3.723  -0.17
C -3.123 1.157 2.311  -0.06
C -2.290 -1.321 6.444  -0.12
H -3.568 2.144 4.224  0.12
H -4.739 0.890 3.775  0.12
H -3.393 0.215 1.846  0.06
H -2.037 1.262 2.287  0.09
H -3.565 1.933 1.696  0.07
H -2.751 -2.191 6.879  0.07
H -1.622 -0.854 7.162  0.08
H -1.746 -1.632 5.566  0.05
O -2.641 -0.336 -0.669  -0.25
S -1.448 0.331 -0.968  0.42
O -1.294 1.681 -0.588  -0.27
O -0.245 -0.350 -0.329  -0.28
C -0.166 -1.928 -0.340  -0.11
C 1.299 -2.327 -0.260  -0.08
C -1.097 0.211 -2.661  -0.11
H -0.557 -2.182 -1.325  0.10
H -0.805 -2.411 0.402  0.10
H 1.749 -2.080 0.710  0.06
H 1.910 -1.921 -1.069  0.08
H 1.296 -3.415 -0.322  0.05
H -1.018 -0.844 -2.870  0.06
H -0.166 0.714 -2.895  0.03
H -1.935 0.632 -3.215  0.09

Output
Calculated total energy (a.u.): -6480.918438
HOMO-LUMO gap (Ha): 0.301
Total charge: 0
E_LUMO (eV): -0.08
HOMO energy (eV): -8.27
Energy above the lowest of the compared OMol25 structures with the same formula, charge and spin (kcal per mole): 27.0



4.
The following is a DFT calculation (ωB97M-V with the def2-TZVPD basis set) of C25H71N13O12Zn as an isolated structure in a non-equilibrium geometry.

Last column: Löwdin charge in e.
CARTESIAN COORDINATES (ANGSTROEM)
Zn 2.597 0.255 0.915  0.80
C 0.373 -0.168 -0.057  -0.83
O -0.568 -0.628 -0.713  -0.04
O 1.132 0.839 -0.433  -0.17
O 0.762 -0.605 1.105  -0.14
C -0.528 -3.653 2.509  -0.68
O -0.904 -4.569 3.216  0.02
N -0.830 -3.540 1.179  0.18
N 0.087 -2.525 3.002  0.13
H -0.343 -2.857 0.617  0.06
H -1.182 -4.351 0.703  0.10
H 0.004 -2.379 3.992  0.09
H 0.208 -1.703 2.405  0.04
C -2.188 0.430 -3.619  -0.68
O -3.098 0.719 -4.377  0.01
N -1.508 1.305 -2.829  0.19
N -1.688 -0.861 -3.506  0.15
H -0.948 0.866 -2.114  0.05
H -1.627 2.301 -2.843  0.09
H -1.135 -1.029 -2.674  0.04
H -2.376 -1.563 -3.727  0.10
C 1.228 2.210 3.052  -0.60
O 2.043 1.637 2.327  -0.02
N -0.064 2.394 2.673  0.22
N 1.574 2.767 4.239  0.19
H -0.308 2.384 1.693  0.11
H -0.762 2.492 3.393  0.10
H 2.516 2.600 4.540  0.11
H 0.889 3.167 4.854  0.10
C -0.120 4.375 -0.434  -0.69
O -1.121 3.830 -0.836  0.04
N 1.050 3.721 -0.171  0.16
N -0.093 5.712 -0.098  0.15
H 1.107 2.714 -0.271  0.05
H 1.836 4.242 0.177  0.10
H -0.952 6.224 -0.128  0.10
H 0.767 6.122 0.218  0.08
C -4.015 -0.505 4.361  -0.05
C -2.722 0.273 4.159  -0.41
C -1.875 0.238 5.430  -0.20
O -1.023 1.367 5.497  -0.20
C -0.146 1.308 6.604  -0.12
N -2.023 -0.253 2.980  0.05
H -3.839 -1.490 4.796  0.09
H -4.490 -0.644 3.390  0.06
H -4.719 0.065 4.970  0.08
H -2.947 1.297 3.848  0.14
H -1.270 -0.680 5.436  0.12
H -2.553 0.132 6.290  0.13
H -0.570 0.769 7.453  0.09
H 0.026 2.331 6.955  0.09
H 0.821 0.888 6.311  0.08
H -1.622 -1.181 3.086  0.05
H -1.199 0.310 2.777  0.05
C 2.102 1.498 -4.877  -0.08
C 2.617 2.470 -3.835  -0.40
C 1.606 3.572 -3.568  -0.22
O 1.449 4.418 -4.686  -0.18
C 0.164 4.326 -5.275  -0.10
N 2.854 1.718 -2.574  0.04
H 1.879 1.995 -5.829  0.08
H 1.176 0.964 -4.641  0.07
H 2.819 0.702 -5.107  0.07
H 3.585 2.870 -4.137  0.13
H 2.022 4.183 -2.758  0.12
H 0.683 3.133 -3.180  0.11
H 0.118 5.065 -6.074  0.09
H -0.613 4.629 -4.559  0.09
H -0.068 3.320 -5.629  0.08
H 3.003 0.748 -2.838  0.03
H 2.005 1.627 -2.019  0.01
C 4.757 -3.319 -0.113  -0.04
C 3.739 -2.416 0.587  -0.36
C 4.375 -1.802 1.824  -0.18
O 3.455 -0.872 2.374  -0.26
C 3.530 -0.754 3.789  -0.04
N 3.363 -1.290 -0.363  0.08
H 4.271 -3.816 -0.952  0.08
H 5.052 -4.110 0.584  0.09
H 5.653 -2.774 -0.407  0.09
H 2.867 -2.981 0.906  0.15
H 5.374 -1.365 1.707  0.14
H 4.564 -2.639 2.509  0.14
H 2.803 -0.037 4.164  0.08
H 4.500 -0.297 4.020  0.11
H 3.359 -1.705 4.285  0.10
H 2.766 -1.798 -1.030  0.07
H 4.204 -1.220 -0.936  0.10
C 1.747 -1.786 -3.866  -0.07
C 1.090 -3.083 -3.403  -0.41
C 1.860 -4.287 -3.892  -0.21
O 1.005 -5.423 -3.796  -0.19
C 1.639 -6.606 -4.198  -0.13
N 1.096 -3.131 -1.910  0.07
H 2.831 -1.874 -3.742  0.08
H 1.330 -0.971 -3.274  0.06
H 1.550 -1.618 -4.923  0.09
H 0.046 -3.157 -3.716  0.13
H 2.688 -4.462 -3.188  0.12
H 2.248 -4.211 -4.913  0.13
H 2.008 -6.579 -5.235  0.09
H 0.899 -7.403 -4.178  0.09
H 2.510 -6.810 -3.565  0.09
H 0.624 -2.286 -1.586  0.03
H 0.508 -3.926 -1.680  0.08
C -4.330 -1.017 -0.086  -0.06
C -4.295 0.509 -0.160  -0.41
C -5.438 1.134 0.605  -0.22
O -5.295 2.539 0.596  -0.18
C -6.435 3.169 1.117  -0.13
N -2.968 1.010 0.288  0.07
H -5.263 -1.457 -0.465  0.08
H -4.314 -1.375 0.951  0.06
H -3.483 -1.460 -0.608  0.07
H -4.393 0.775 -1.218  0.14
H -5.412 0.808 1.658  0.12
H -6.382 0.823 0.140  0.13
H -6.300 4.246 1.046  0.08
H -6.615 2.899 2.168  0.08
H -7.333 2.878 0.554  0.08
H -2.790 0.468 1.142  0.02
H -2.330 0.525 -0.349  0.02

Output
Calculated total energy (a.u.): -4389.351103
HOMO-LUMO gap (Ha): 0.274
Total charge: 0
E_LUMO (eV): -0.51
HOMO energy (eV): -7.97
Energy above the lowest of the compared OMol25 structures with the same formula, charge and spin (kcal per mole): 0.0



What is the HOMO energy in the second record?
-8.25 eV